[1]
# C10H21N2O2

A cluster of 2 separate species, C10H21N2O2 in total (wB97M-V/def2-TZVPD, the OMol25 dataset).

The total energy comes out at -17782.0169 eV. Its multiplicity is 2. The frontier orbital gap (spin up / spin down) is 6.03 / 8.93 eV. As for the LUMO energy (spin up / spin down): 0.850 / 0.793 eV. As for the expectation value of S²: 0.753. The molar mass is 201.29 g mol⁻¹.

CARTESIAN COORDINATES (ANGSTROEM)
C1 -2.964 -5.500 -1.987
C2 -1.582 -4.950 -1.989
O1 -0.606 -5.445 -2.521
O2 -1.489 -3.783 -1.276
C3 -0.218 -3.284 -1.304
C4 0.128 -2.364 -0.387
H1 -3.703 -4.696 -1.942
H2 -3.098 -6.106 -2.886
H3 -3.074 -6.151 -1.112
H4 0.446 -3.675 -2.069
H5 1.187 -2.160 -0.333
H6 -0.589 -2.028 0.359
C5 0.709 4.053 2.825
N1 0.512 2.699 2.386
C6 0.494 1.719 3.440
C7 1.088 2.319 1.120
C8 0.004 2.045 0.065
N2 0.555 1.435 -1.170
C9 1.059 2.323 -2.205
C10 0.567 0.134 -1.264
H7 0.480 4.748 2.006
H8 0.037 4.248 3.671
H9 1.745 4.245 3.162
H10 0.114 0.760 3.060
H11 1.495 1.546 3.879
H12 -0.166 2.080 4.240
H13 1.729 3.132 0.732
H14 1.708 1.409 1.246
H15 -0.737 1.349 0.478
H16 -0.489 2.987 -0.207
H17 1.333 1.725 -3.079
H18 0.281 3.050 -2.482
H19 1.938 2.889 -1.859
H20 1.067 -0.346 -2.111
H21 0.040 -0.408 -0.484



[2]
# C28H26F3N3O5S3

A cluster of 2 separate species, C28H26F3N3O5S3 in total (wB97M-V/def2-TZVPD, the OMol25 dataset).

The total energy comes out at -84820.0679 eV. The frontier orbital gap is 6.79 eV. As for the energy above the lowest of the compared OMol25 structures with the same formula, charge and spin: 0.0000 eV. As for the LUMO energy: 0.101 eV. The molar mass is 637.73 g mol⁻¹.

CARTESIAN COORDINATES (ANGSTROEM)
C1 -6.296 -0.162 -0.537
N1 -5.710 -1.349 0.075
C2 -6.676 -2.237 0.705
C3 -4.370 -1.408 0.313
C4 -3.562 -0.281 0.022
C5 -2.284 -0.223 0.504
N2 -1.706 -1.223 1.247
C6 -0.409 -1.093 1.707
C7 0.516 -0.300 0.973
C8 1.947 -0.757 0.844
C9 2.939 0.222 0.696
C10 4.263 -0.145 0.458
C11 4.599 -1.493 0.278
C12 3.599 -2.471 0.344
C13 2.279 -2.108 0.649
O1 0.220 0.766 0.368
C14 -2.455 -2.366 1.473
C15 -3.729 -2.502 0.972
H1 -5.664 0.183 -1.362
H2 -7.283 -0.427 -0.931
H3 -6.415 0.665 0.185
H4 -6.187 -3.072 1.217
H5 -7.284 -1.689 1.447
H6 -7.352 -2.630 -0.071
H7 -3.927 0.609 -0.492
H8 -1.650 0.612 0.265
H9 -0.064 -1.830 2.447
H10 2.671 1.280 0.768
H11 5.032 0.629 0.417
H12 5.637 -1.781 0.092
H13 3.842 -3.520 0.163
H14 1.488 -2.858 0.713
H15 -1.925 -3.157 1.997
H16 -4.239 -3.450 1.126
F1 2.332 -1.265 7.518
C16 3.002 -0.168 7.953
F2 2.833 -0.061 9.288
F3 4.328 -0.377 7.731
S1 2.301 1.280 7.000
N3 3.503 2.425 7.420
S2 3.391 3.375 8.967
C17 4.610 2.765 10.149
C18 4.148 2.425 11.424
C19 5.060 2.006 12.395
C20 6.424 1.905 12.095
C21 6.875 2.283 10.827
C22 5.968 2.715 9.856
O2 3.704 4.726 8.580
O3 2.108 3.022 9.517
S3 4.652 2.874 6.152
C23 4.848 1.336 5.253
C24 6.048 0.632 5.339
C25 6.167 -0.591 4.676
C26 5.079 -1.127 3.982
C27 3.890 -0.404 3.912
C28 3.811 0.877 4.441
O4 4.072 3.858 5.277
O5 5.884 3.135 6.855
H17 3.084 2.468 11.642
H18 4.701 1.764 13.395
H19 7.132 1.544 12.845
H20 7.937 2.251 10.585
H21 6.308 2.980 8.864
H22 6.862 1.045 5.931
H23 7.107 -1.141 4.718
H24 5.151 -2.109 3.505
H25 3.016 -0.822 3.415
H26 2.952 1.517 4.220



[3]
# C3H4N2O

A cluster of 2 separate species, C3H4N2O in total (wB97M-V/def2-TZVPD, the OMol25 dataset).

The total energy comes out at -8198.4647 eV. The frontier orbital gap is 8.53 eV. As for the energy above the lowest of the compared OMol25 structures with the same formula, charge and spin: 5.4208 eV. As for the LUMO energy: 0.537 eV. The molar mass is 84.08 g mol⁻¹.

CARTESIAN COORDINATES (ANGSTROEM)
C1 -1.461 0.302 -0.270
C2 1.782 -0.603 0.154
C3 1.785 0.515 -0.301
O1 -1.124 1.213 0.705
N1 -1.267 -0.958 -0.117
N2 -0.813 -2.006 -0.235
H1 -0.224 1.041 1.015
H2 -2.312 0.580 -0.854
H3 1.682 -1.629 0.368
H4 1.951 1.545 -0.463



[4]
# C8H9BrN2

The molecule C8H9BrN2 (wB97M-V/def2-TZVPD, the OMol25 dataset).

The SMILES is C/C(Br)=C/Nc1cccnc1. The total energy comes out at -81462.9444 eV. The frontier orbital gap is 8.52 eV. As for the energy above the lowest of the compared OMol25 structures with the same formula, charge and spin: 1.1143 eV. As for the LUMO energy: 0.714 eV. The molar mass is 213.08 g mol⁻¹.

CARTESIAN COORDINATES (ANGSTROEM)
C1 3.032 0.175 -0.769
C2 1.892 -0.224 -1.373
C3 3.274 0.073 0.590
C4 0.927 -0.680 -0.462
C5 1.213 -0.753 0.916
C6 -1.207 -0.094 0.038
C7 -2.532 -0.033 0.113
C8 -3.320 1.019 0.748
N1 2.393 -0.401 1.465
N2 -0.423 -0.816 -0.741
Br1 -3.388 -0.997 -1.290
H1 3.813 0.723 -1.420
H2 1.732 -0.036 -2.455
H3 4.156 0.344 1.014
H4 -0.660 0.363 0.869
H5 0.428 -1.198 1.601
H6 -3.745 0.664 1.695
H7 -4.186 1.337 0.119
H8 -2.667 1.771 0.939
H9 -0.734 -1.238 -1.599